[1]
93
Properties=species:S:1:pos:R:3:forces:R:3:mulliken_charge:R:1 method="wB97M-V/def2-TZVPD" s_squared=6.0362 charge=0 multiplicity=5 relative_energy_ev=0.878 homo_ev="-5.08 / -7.80"
Fe 0.5674 -0.4670 0.2222 -3.4 1.9 0.0 -0.28
C 4.7042 -3.5803 2.6875 0.5 0.3 -0.1 -0.12
C 5.3248 -2.9701 1.6648 0.2 -0.1 0.7 -0.33
C 6.0488 -3.7090 0.5543 0.3 0.1 0.0 -1.08
C 5.3993 -5.0114 0.0066 0.4 -0.1 -0.3 -1.27
C 3.9015 -5.1346 -0.0124 -0.2 -0.7 0.5 0.34
C 3.2207 -5.6117 1.0386 0.4 -0.6 -0.5 -0.64
C 3.8463 -6.0218 2.3440 -0.1 -0.2 0.4 -1.30
C 4.9034 -5.0585 2.9335 0.0 -0.4 0.1 -0.94
C -1.1944 -0.7737 -0.7635 -2.0 0.5 -0.9 -2.14
H 4.1340 -3.0180 3.4490 0.5 -0.1 -0.5 0.42
H 5.4612 -1.8761 1.6655 -0.5 -0.5 -0.1 0.71
H 7.0494 -3.9930 0.9244 -0.2 0.2 -0.2 0.55
H 6.2404 -3.0343 -0.3010 -0.2 -0.1 0.4 0.23
H 5.7296 -5.1209 -1.0362 0.1 0.0 0.3 0.47
H 5.8288 -5.8759 0.5423 -0.3 0.3 -0.2 0.31
H 3.4342 -4.9768 -0.9915 0.1 -0.2 0.6 0.98
H 2.1931 -5.9517 0.9641 0.3 0.4 -0.1 0.46
H 4.3250 -7.0124 2.1993 -0.2 0.3 0.1 0.36
H 3.0508 -6.1979 3.0941 0.3 0.2 -0.4 0.35
H 4.9372 -5.2369 4.0193 0.0 0.1 -0.3 0.53
H 5.8903 -5.3609 2.5491 -0.3 0.3 0.2 0.27
H -1.7657 -0.4060 0.1148 0.2 -0.1 -0.3 0.46
H -1.7651 -1.5839 -1.2418 0.0 0.2 0.2 0.81
H -1.1172 0.0340 -1.5072 0.0 -0.2 0.2 0.66
P 2.6351 -0.2245 0.8568 0.8 0.2 0.1 1.04
P 0.3233 -2.4204 -0.7066 1.5 -1.0 0.9 2.08
C 3.0249 -1.7896 0.0684 -0.1 -0.9 -0.5 -0.68
C 2.1166 -2.6421 -0.5059 1.1 -0.6 0.1 -0.95
C 3.7698 1.0044 0.2000 0.5 0.3 -0.2 0.22
C 5.0798 0.7380 -0.2306 -0.2 0.5 0.1 -0.16
C 5.8530 1.7903 -0.7359 -0.3 -0.1 0.0 -0.59
C 5.3005 3.0720 -0.8660 -0.2 -0.2 0.1 -0.49
C 3.9727 3.3178 -0.4958 0.4 -0.1 0.0 -0.79
C 3.2173 2.2836 0.0404 0.1 -0.3 0.1 -0.19
C 2.6382 -0.2006 2.6705 0.6 -0.2 0.5 0.62
C 1.6952 -0.9775 3.3754 0.4 0.5 -0.1 -0.30
C 1.6375 -0.8925 4.7659 0.2 0.0 -0.1 -0.69
C 2.5396 -0.0686 5.4563 0.0 0.2 -0.3 -0.54
C 3.4781 0.7064 4.7553 -0.4 -0.3 0.1 -0.71
C 3.5288 0.6371 3.3603 -0.2 -0.3 0.2 -0.41
C 0.0712 -2.8471 -2.4473 0.2 0.3 -0.2 0.58
C 0.5000 -1.8881 -3.3819 -0.4 -0.4 -0.1 -0.55
C 0.1613 -2.0517 -4.7260 0.1 -0.1 0.1 -0.68
C -0.5580 -3.1829 -5.1347 0.0 -0.1 0.3 -0.53
C -0.9334 -4.1611 -4.2005 0.3 0.2 0.0 -0.62
C -0.6007 -4.0059 -2.8504 0.0 0.4 -0.2 -0.35
C -0.5022 -3.7019 0.2789 -0.3 0.4 0.1 0.12
C -1.7284 -3.3619 0.8601 -0.1 -0.3 0.2 -0.51
C -2.3856 -4.2728 1.6831 0.1 -0.2 -0.1 -0.74
C -1.8023 -5.5127 1.9716 0.3 0.2 -0.1 -0.59
C -0.5541 -5.8391 1.4188 -0.3 0.2 -0.2 -0.70
C 0.0624 -4.9567 0.5219 -0.1 0.1 0.0 -0.56
H 4.0942 -2.0073 0.0237 -0.5 -0.3 -0.3 0.21
H 2.4861 -3.5283 -1.0087 0.4 0.5 -0.2 0.60
H 5.4736 -0.2767 -0.1778 0.1 0.3 0.0 0.22
H 6.8853 1.6130 -1.0369 -0.3 0.0 0.0 0.41
H 5.8968 3.8833 -1.2810 -0.1 -0.2 0.1 0.36
H 3.5243 4.3048 -0.6176 0.1 -0.3 0.0 0.49
H 2.1840 2.4488 0.3316 0.2 0.2 -0.1 0.21
H 1.0229 -1.6324 2.8125 0.1 0.1 0.2 0.33
H 0.8842 -1.4670 5.3127 0.3 0.2 -0.2 0.41
H 2.4912 -0.0171 6.5454 0.0 0.0 -0.3 0.38
H 4.1547 1.3696 5.2995 -0.2 -0.3 -0.2 0.40
H 4.2608 1.2274 2.8073 -0.2 -0.1 0.1 0.40
H 1.0740 -1.0245 -3.0359 -0.3 -0.1 -0.2 0.32
H 0.4574 -1.2952 -5.4560 -0.1 -0.3 0.2 0.40
H -0.8164 -3.3136 -6.1887 0.0 0.1 0.4 0.36
H -1.4882 -5.0450 -4.5124 0.2 0.2 0.0 0.40
H -0.8688 -4.7617 -2.1089 -0.1 0.3 -0.3 0.38
H -2.1656 -2.3921 0.6450 0.0 -0.3 0.2 0.40
H -3.3608 -4.0126 2.0899 0.2 -0.1 0.0 0.43
H -2.3285 -6.2271 2.6119 0.3 0.3 -0.2 0.38
H -0.0802 -6.7896 1.6668 -0.2 0.2 -0.2 0.45
H 0.9833 -5.2078 -0.0057 -0.5 0.0 0.3 0.94
C -6.0799 4.9949 -0.6775 -0.2 0.2 -0.1 -1.42
C -4.7127 4.4068 -0.5033 0.3 -0.3 0.2 1.06
C -3.7243 4.7152 -1.4467 0.1 -0.4 0.2 -0.83
C -2.4491 4.1571 -1.3516 -0.3 0.1 0.2 -0.57
C -2.1393 3.3142 -0.2755 -0.5 0.0 -0.1 -0.12
C -3.1268 2.9864 0.6608 -0.1 0.3 -0.3 -0.14
C -4.4078 3.5409 0.5553 0.2 0.1 -0.5 -0.90
S -0.5088 2.5908 -0.1218 -1.2 0.5 0.5 1.59
O -0.2323 2.0105 -1.4366 0.5 0.0 0.5 -0.65
O 0.3775 3.6718 0.2846 -0.1 -0.5 -0.2 -0.73
O -0.7443 1.5828 0.9531 1.1 -0.3 -0.8 -0.74
H -6.0175 6.0860 -0.6274 -0.1 0.0 0.1 0.32
H -6.4927 4.7602 -1.6652 0.0 -0.1 0.1 0.32
H -6.7812 4.6467 0.0820 0.1 0.0 0.0 0.34
H -4.0061 5.3707 -2.2758 0.3 -0.2 0.2 0.33
H -1.7212 4.3642 -2.1291 0.1 0.0 0.2 0.41
H -2.8956 2.2733 1.4471 0.0 0.2 -0.1 0.42
H -5.1878 3.2744 1.2739 0.3 0.1 -0.2 0.27

---

[2]
90
Properties=species:S:1:pos:R:3:forces:R:3:mulliken_charge:R:1 method="wB97M-V/def2-TZVPD" charge=+1 homo_ev=-8.43
C -4.3569 4.7472 0.9485 0.1 0.1 -0.2 -0.76
C -5.6659 4.3198 0.3119 -0.4 0.5 0.6 -0.77
N -5.6152 3.0091 -0.3024 0.6 -0.6 0.2 0.00
C -6.7375 2.7522 -1.1801 -0.2 0.0 -0.7 -0.74
C -6.9177 1.2793 -1.4902 0.1 -0.3 0.2 -0.96
C -5.6060 0.6117 -1.9045 -0.4 -0.1 -0.6 -0.31
C -4.4394 1.0453 -1.0815 0.7 -0.4 0.3 0.49
C -4.5321 2.1877 -0.2369 -0.5 0.2 -0.6 0.96
C -3.4702 2.4650 0.6685 1.0 -0.6 0.0 -0.01
C -2.2936 1.7374 0.5908 -0.6 0.4 0.0 -0.87
C -2.1184 0.6701 -0.3503 0.6 0.1 -0.2 0.70
C -0.9197 -0.1052 -0.4258 -1.5 0.0 0.9 -0.18
C 0.0508 -0.0051 0.5876 1.3 0.1 0.3 -0.56
C 0.7004 -1.0531 1.2225 -0.1 0.6 -0.8 -0.56
C 1.4320 -0.9193 2.4464 0.0 0.1 0.7 0.54
C 1.3525 0.2181 3.3133 0.5 -0.2 -0.2 -1.09
C 2.2116 0.3803 4.3936 -0.1 -0.4 -0.6 0.44
C 3.2013 -0.6138 4.6562 0.2 -0.2 -0.4 0.54
N 4.1490 -0.4192 5.6159 -0.3 0.0 -0.2 -0.02
C 4.3600 0.8406 6.2974 -0.2 0.4 0.7 -0.76
C 3.6156 2.0026 5.6666 0.2 -0.1 -0.2 -0.77
C 2.1998 1.5873 5.2765 -0.2 0.3 0.3 -0.89
C 5.1507 -1.4049 5.9550 0.6 -0.3 -0.1 -0.76
C 4.7778 -2.8200 5.5568 -0.2 -0.1 0.1 -0.83
C 4.2074 -2.8816 4.1459 0.5 -0.4 0.0 -0.89
C 3.2027 -1.8120 3.8819 -0.5 0.3 -0.1 0.82
C 2.3025 -1.9619 2.8483 -0.1 0.4 0.0 -1.39
C -3.2560 0.3342 -1.1307 -0.4 0.1 0.0 -1.63
C -3.7006 3.5646 1.6521 0.0 0.2 0.3 -0.92
H -3.6894 5.1341 0.1705 0.0 0.0 0.1 0.37
H -4.5596 5.5591 1.6489 0.1 0.0 -0.1 0.37
H -6.4655 4.3179 1.0762 0.2 -0.1 -0.2 0.38
H -5.9784 5.0551 -0.4469 0.1 -0.2 0.1 0.39
H -7.6475 3.1552 -0.7117 0.3 -0.1 0.0 0.43
H -6.5925 3.3081 -2.1256 0.0 -0.1 0.3 0.35
H -7.3154 0.7663 -0.6082 0.0 0.1 -0.1 0.34
H -7.6467 1.1803 -2.2978 0.0 0.0 0.2 0.41
H -5.7200 -0.4802 -1.8349 0.1 0.3 -0.1 0.48
H -5.3962 0.8245 -2.9638 -0.2 0.0 0.3 -0.15
H -1.4765 1.9937 1.2722 -0.4 -0.1 -0.2 0.14
H -0.8616 -0.8857 -1.1826 -0.2 -0.2 0.2 0.62
H 0.2999 1.0059 0.9300 -0.5 -0.4 0.4 0.81
H 0.7026 -2.0423 0.7543 -0.2 0.2 0.2 0.43
H 0.6062 0.9941 3.1121 0.3 -0.2 0.1 0.62
H 4.0388 0.7296 7.3505 0.1 0.0 -0.3 0.34
H 5.4417 1.0543 6.3305 -0.3 -0.1 -0.1 0.40
H 3.5944 2.8240 6.3861 0.0 0.0 -0.1 0.36
H 4.1646 2.3424 4.7813 -0.1 0.0 0.0 0.34
H 1.6981 2.4139 4.7693 -0.1 0.0 0.1 0.38
H 1.6428 1.3774 6.2022 0.0 0.0 -0.2 0.30
H 6.1119 -1.1339 5.4759 -0.3 0.0 0.1 0.36
H 5.3265 -1.3572 7.0399 -0.1 0.0 -0.2 0.43
H 5.6766 -3.4348 5.6131 -0.1 -0.1 0.1 0.36
H 4.0461 -3.2220 6.2657 0.1 0.0 -0.1 0.33
H 5.0279 -2.7992 3.4138 -0.2 0.0 0.2 0.28
H 3.7383 -3.8589 3.9853 0.1 0.1 0.0 0.43
H 2.2891 -2.9051 2.3000 0.1 0.2 0.0 0.40
H -3.2037 -0.5299 -1.7932 0.0 0.2 0.2 0.65
H -2.7545 3.8638 2.1050 -0.1 0.0 0.1 0.38
H -4.3721 3.2280 2.4574 0.2 0.0 -0.1 0.35
C 2.9021 0.2483 -4.4224 0.1 -0.1 0.0 -1.12
N 2.5298 -1.0946 -3.9793 -0.1 0.2 0.4 0.19
C 3.4541 -2.1415 -3.9278 0.0 -0.1 0.4 0.38
C 2.8554 -3.3328 -3.5048 0.4 -0.4 -0.2 0.67
C 3.6212 -4.4899 -3.3605 0.1 0.4 -0.1 -0.58
C 5.0070 -4.4104 -3.5547 -0.3 0.1 0.0 -0.56
C 5.6069 -3.2098 -3.9663 -0.4 -0.1 0.0 -0.63
C 4.8269 -2.0729 -4.1961 -0.2 -0.2 0.2 -0.72
S 1.1356 -3.1308 -3.1814 0.7 0.3 -0.5 -0.04
C 1.2559 -1.4165 -3.5750 -0.2 0.6 -0.3 0.57
C 0.1921 -0.5186 -3.4732 0.9 -0.4 -0.1 -1.65
C -1.0563 -0.7193 -4.1566 -1.1 -0.5 0.0 1.11
C -1.2544 -1.7572 -5.1109 -0.1 0.3 0.1 -0.59
C -2.4856 -1.9279 -5.7440 0.1 0.3 0.1 -0.68
C -3.5440 -1.0413 -5.4913 0.2 0.0 0.2 -0.79
C -3.3482 0.0168 -4.5925 0.2 -0.2 -0.3 -0.39
C -2.1352 0.1668 -3.9246 0.3 -0.2 -0.3 -0.70
H 2.0289 0.7583 -4.8409 0.1 -0.2 0.2 0.35
H 3.3179 0.8392 -3.5951 -0.2 -0.1 -0.1 0.32
H 3.6716 0.1730 -5.1973 -0.2 -0.1 0.1 0.40
H 3.1085 -5.4104 -3.0966 0.3 0.0 0.1 0.40
H 5.6244 -5.2918 -3.3850 -0.2 0.2 -0.1 0.38
H 6.6893 -3.1736 -4.1064 -0.4 0.0 0.0 0.38
H 5.2576 -1.1449 -4.5633 0.1 -0.2 0.2 0.29
H 0.3568 0.4203 -2.9574 0.3 0.3 -0.6 0.68
H -0.4046 -2.3957 -5.3745 -0.5 0.2 0.1 0.44
H -2.6125 -2.7354 -6.4723 0.1 0.3 0.3 0.38
H -4.5018 -1.1723 -5.9984 0.3 0.1 0.1 0.40
H -4.1386 0.7526 -4.4481 0.2 -0.2 0.0 0.60
H -1.9717 0.9777 -3.2117 -0.1 -0.1 -0.4 0.63

---

[3]
101
Properties=species:S:1:pos:R:3:forces:R:3:mulliken_charge:R:1 method="wB97M-V/def2-TZVPD" charge=-1 relative_energy_ev=0.000 homo_ev=-3.32
Pd 0.6825 0.4505 -0.5889 -0.6 0.3 -1.0 0.23
C -4.1203 -2.1856 1.6654 -0.1 0.0 0.0 -1.45
C -2.8165 -2.2137 0.9381 0.0 0.0 0.0 0.58
C -2.2667 -3.2556 0.2283 0.0 0.0 0.0 -1.64
C -1.0537 -2.7450 -0.2713 0.1 0.0 0.0 0.15
N -0.8833 -1.4873 0.1198 0.1 0.0 0.1 1.15
N -1.9636 -1.1624 0.8599 0.0 -0.1 0.0 0.64
B -2.0638 0.1184 1.7278 -0.1 0.1 0.1 -1.29
N -2.1495 1.4479 0.9454 0.1 -0.1 0.0 0.29
N -1.0765 1.9498 0.3017 0.1 0.1 0.1 1.27
C -1.3666 3.1980 -0.0341 0.0 0.0 0.0 -0.21
C -2.6762 3.5155 0.3869 0.0 0.0 0.0 -1.07
C -3.1355 2.3748 1.0081 0.0 0.0 0.0 0.46
C -4.4633 2.1252 1.6449 0.0 0.0 0.0 -1.44
C -0.3868 4.0464 -0.7387 0.0 0.0 0.0 0.67
C -0.7595 5.2618 -1.3043 0.0 0.0 0.0 -0.89
C 0.1710 6.0299 -1.9904 0.0 0.0 0.0 -0.75
C 1.4796 5.5862 -2.1271 0.0 0.0 0.0 -0.52
C 1.8599 4.3736 -1.5645 0.0 0.0 0.0 -0.70
C 0.9338 3.6237 -0.8628 -0.1 -0.1 0.0 1.29
N -0.9093 0.1687 2.7625 0.1 0.0 0.0 0.05
N 0.3795 0.3057 2.3917 0.0 0.0 0.0 0.51
C 1.0896 0.3879 3.5071 0.0 0.0 -0.1 0.00
C 0.2516 0.2968 4.6365 0.0 0.0 0.0 -1.70
C -1.0168 0.1640 4.1123 0.0 0.0 0.0 0.98
C -2.3133 0.0477 4.8437 0.0 0.0 0.0 -1.30
C 2.5457 0.6015 3.4387 0.0 0.0 0.0 0.60
C 3.0861 1.3723 2.4090 0.0 0.0 0.0 -0.04
C 4.4546 1.5711 2.3234 0.0 0.0 0.0 -0.58
C 5.3061 1.0083 3.2672 0.0 0.0 0.0 -0.57
C 4.7758 0.2472 4.3001 0.0 0.0 0.0 -0.67
C 3.4044 0.0476 4.3854 0.0 0.0 0.0 -0.61
C -0.0782 -3.4440 -1.1270 0.0 0.0 0.1 0.52
C -0.1160 -4.8344 -1.2482 0.0 0.0 0.0 -0.54
C 0.7899 -5.5057 -2.0555 0.0 0.0 0.0 -0.63
C 1.7567 -4.8007 -2.7605 0.0 0.0 0.0 -0.75
C 1.8017 -3.4172 -2.6469 0.0 0.0 0.0 -1.12
C 0.8936 -2.7463 -1.8418 0.0 0.0 0.0 -0.20
H -4.6608 -3.1101 1.4589 0.0 0.0 0.0 0.44
H -3.9882 -2.1004 2.7450 0.0 0.0 0.0 0.14
H -4.7395 -1.3460 1.3470 0.0 0.0 0.0 0.13
H -2.7103 -4.2241 0.0660 0.0 0.0 0.0 0.42
H -3.0857 0.0187 2.3471 0.0 0.0 0.0 -0.22
H -3.2119 4.4429 0.2695 0.0 0.0 0.0 0.44
H -5.1217 2.9716 1.4484 0.0 0.0 0.0 0.45
H -4.9347 1.2253 1.2462 0.0 0.0 0.0 0.15
H -4.3824 1.9992 2.7261 0.0 0.0 0.0 0.17
H -1.7863 5.5999 -1.2289 0.0 0.0 0.0 0.30
H -0.1328 6.9703 -2.4351 0.0 0.0 0.0 0.36
H 2.1978 6.1774 -2.6826 0.0 0.0 0.0 0.40
H 2.8670 3.9941 -1.6904 0.0 0.0 0.0 0.41
H 1.1874 2.6539 -0.4392 0.2 0.1 0.0 -0.74
H 0.5226 0.3576 5.6779 0.0 0.0 0.0 0.50
H -2.1202 0.0807 5.9157 0.0 0.0 0.0 0.36
H -2.9946 0.8618 4.5926 0.0 0.0 0.0 0.18
H -2.8263 -0.8885 4.6168 0.0 0.0 0.0 0.17
H 2.4195 1.7961 1.6669 0.0 0.0 0.0 0.39
H 4.8542 2.1691 1.5128 0.0 0.0 0.0 0.47
H 6.3757 1.1669 3.2006 0.0 0.0 0.0 0.39
H 5.4318 -0.1956 5.0404 0.0 0.0 0.0 0.38
H 2.9913 -0.5593 5.1831 0.0 0.0 0.0 0.43
H -0.8556 -5.3990 -0.6939 0.0 0.0 0.0 0.39
H 0.7435 -6.5857 -2.1291 0.0 0.0 0.0 0.38
H 2.4631 -5.3237 -3.3935 0.0 0.0 0.0 0.42
H 2.5443 -2.8477 -3.1955 0.0 0.0 0.0 0.48
H 0.9332 -1.6630 -1.7456 0.0 0.1 0.0 1.18
C -5.9264 -1.2996 -2.1388 0.0 0.0 0.0 -1.64
C -4.5293 -0.7886 -2.3675 0.0 0.0 0.0 0.90
C -4.2222 0.5605 -2.2307 0.0 0.0 0.0 -0.54
C -2.9302 1.0263 -2.4237 0.0 0.0 0.0 -0.96
C -1.9211 0.1352 -2.7582 0.0 0.1 0.0 0.15
C -2.2062 -1.2172 -2.8895 0.0 0.0 0.0 -0.32
C -3.5026 -1.6672 -2.7000 0.0 0.0 0.0 -0.79
S -0.2724 0.8433 -2.8487 0.2 0.2 0.4 1.12
C 0.3593 -0.1031 -4.2427 0.0 0.0 -0.1 -1.24
O -0.4751 2.2176 -3.3900 0.0 -0.1 0.0 -0.83
H -6.6309 -0.4767 -2.0143 0.0 0.0 0.0 0.36
H -5.9716 -1.9181 -1.2397 0.0 0.0 0.0 0.27
H -6.2687 -1.9137 -2.9741 0.0 0.0 0.0 0.40
H -5.0043 1.2645 -1.9661 0.0 0.0 0.0 0.28
H -2.6981 2.0781 -2.3151 0.0 0.0 0.0 0.65
H -1.4273 -1.9329 -3.1180 0.0 0.0 0.0 0.36
H -3.7146 -2.7264 -2.7984 0.0 0.0 0.0 0.35
H -0.2860 0.0813 -5.1015 0.0 0.0 0.0 0.41
H 0.4251 -1.1625 -4.0052 0.0 0.0 0.0 0.32
H 1.3575 0.2951 -4.4181 0.0 0.0 0.0 0.40
C 5.2840 -2.3627 0.3495 0.0 0.0 0.0 -1.22
N 4.8906 -1.0543 -0.1093 -0.1 0.0 0.0 0.47
C 5.6101 -0.2598 -1.0790 0.0 0.0 0.0 -0.37
C 4.5361 0.7616 -1.4965 -0.1 0.1 0.0 0.04
O 4.7660 1.6964 -2.2362 0.0 0.0 0.0 -0.74
N 3.3488 0.4335 -0.8972 0.1 -0.1 0.1 -0.01
C 3.5984 -0.6296 -0.1338 0.1 0.0 0.0 -0.36
N 2.6399 -1.2231 0.5505 0.0 0.0 0.0 0.95
H 6.3524 -2.4859 0.1828 0.0 0.0 0.0 0.42
H 4.7536 -3.1641 -0.1773 0.0 0.0 0.0 0.33
H 5.1067 -2.4677 1.4227 0.0 0.0 0.0 0.31
H 5.9349 -0.8419 -1.9466 0.0 0.0 0.0 0.35
H 6.4728 0.2511 -0.6478 0.0 0.0 0.0 0.27
H 1.7208 -0.7248 0.5122 0.0 -0.4 0.4 -1.04
H 2.8029 -1.9898 1.1773 0.0 0.1 0.1 0.26